(1)
{"formula": "C5H7BrS", "method": "ωB97M-V/def2-TZVPD", "lumo_ha": 0.02867, "orbital_gap_ev": 8.64, "smiles": "CC1=C(Br)CCS1", "e_homo_ev": -7.86, "elements": ["C", "C", "C", "C", "C", "S", "Br", "H", "H", "H", "H", "H", "H", "H"], "coordinates": [[-0.364, -0.602, 0.556], [0.767, -0.289, -0.260], [-1.603, 0.304, 0.424], [-1.018, 1.628, -0.157], [2.050, -1.025, -0.456], [0.559, 1.297, -1.093], [-0.419, -2.229, 1.534], [-2.207, -0.156, -0.362], [-2.198, 0.381, 1.255], [-1.810, 1.994, -0.723], [-0.995, 2.329, 0.716], [1.800, -2.020, -0.712], [2.649, -1.033, 0.409], [2.789, -0.580, -1.132]]}

(2)
{"formula": "CH2NO2", "method": "ωB97M-V/def2-TZVPD", "lumo_ha": 0.17578, "total_charge": -1, "orbital_gap_ev": 8.86, "smiles": "NC(=O)[O-]", "e_homo_ev": -4.08, "elements": ["C", "N", "O", "O", "H", "H"], "coordinates": [[-0.661, 0.655, -1.617], [-0.309, 0.270, -0.125], [-0.033, 1.605, -2.060], [-1.544, -0.058, -2.079], [0.620, 0.656, 0.048], [-0.242, -0.740, -0.073]]}

(3)
{"formula": "C6H13NO4", "method": "ωB97M-V/def2-TZVPD", "lumo_ha": 0.01866, "orbital_gap_ev": 9.66, "smiles": "C[C@H]1N[C@@H](O)[C@@H](O)[C@H](O)[C@@H]1O", "e_homo_ev": -9.15, "elements": ["C", "C", "C", "C", "C", "C", "H", "H", "H", "H", "H", "H", "H", "H", "H", "H", "H", "H", "H", "N", "O", "O", "O", "O"], "coordinates": [[2.256, -0.199, -1.181], [1.568, -0.635, 0.117], [0.222, 1.339, 0.727], [-1.095, 0.604, 0.409], [-0.878, -0.512, -0.617], [0.272, -1.413, -0.162], [2.504, -1.081, -1.786], [1.638, 0.499, -1.763], [3.194, 0.308, -0.950], [2.249, -1.328, 0.645], [1.269, 0.169, 1.983], [0.053, 1.950, 1.618], [1.363, 2.553, -0.263], [-1.481, 0.154, 1.328], [-1.645, 2.085, -0.665], [-0.645, -0.047, -1.576], [-2.139, -1.780, -0.007], [0.450, -2.182, -0.937], [0.261, -2.872, 1.167], [1.366, 0.502, 1.026], [0.492, 2.151, -0.402], [-2.081, 1.517, -0.017], [-2.038, -1.268, -0.829], [-0.211, -2.031, 1.031]]}

ΔE to the lowest compared entry with this formula, charge and spin for the records above, in order: 0.0, 12.9, 0.0 kJ/mol